A structure of composition C4H6B5F20LiO3 at a distorted geometry, computed with ωB97M-V/def2-TZVPD.

Summary:
Charge = -4
LUMO energy = 5.405 eV
Energy relative to the best compared isomer or geometry (same formula, charge and spin) = 36.2 kcal/mol
HOMO-LUMO gap = 7.3 eV
HOMO = -1.85 eV

Each line ends with the Mulliken charge.
Cartesian coordinates (Å):
Li (-0.532, 1.897, -0.100)  1.02
B (3.044, 2.732, 2.685)  0.58
F (2.648, 3.842, 3.188)  -0.31
F (2.263, 1.627, 3.015)  -0.44
F (2.829, 2.804, 1.332)  -0.42
F (4.378, 2.545, 2.856)  -0.41
B (-5.259, 4.322, 0.353)  0.65
F (-5.643, 5.478, 0.962)  -0.40
F (-6.327, 3.486, 0.540)  -0.42
F (-5.114, 4.518, -1.014)  -0.41
F (-4.144, 3.684, 0.912)  -0.42
B (0.755, 2.081, -5.089)  0.61
F (0.023, 2.813, -4.203)  -0.37
F (0.005, 1.025, -5.511)  -0.39
F (1.168, 2.926, -6.111)  -0.43
F (1.934, 1.588, -4.601)  -0.41
B (-0.542, 8.140, -1.135)  0.59
F (0.551, 8.933, -1.130)  -0.41
F (-1.109, 8.037, -2.348)  -0.40
F (-0.186, 6.916, -0.715)  -0.37
F (-1.459, 8.620, -0.266)  -0.41
B (-3.172, -1.864, -2.014)  0.64
F (-2.947, -3.165, -2.398)  -0.40
F (-1.958, -1.268, -1.856)  -0.37
F (-3.955, -1.297, -3.077)  -0.44
F (-3.947, -1.695, -0.851)  -0.43
C (2.067, -4.613, 1.379)  -1.63
C (2.472, -5.805, 2.248)  0.63
C (1.280, -6.448, 2.932)  -0.32
O (1.552, -7.830, 2.679)  -0.35
C (2.637, -7.970, 1.761)  0.66
O (2.942, -9.038, 1.212)  -0.58
O (3.141, -6.779, 1.541)  -0.31
H (1.506, -4.823, 0.469)  0.41
H (2.877, -4.001, 0.982)  0.35
H (1.359, -3.896, 1.794)  0.41
H (3.088, -5.327, 3.010)  0.15
H (0.361, -5.978, 2.581)  0.30
H (1.417, -6.221, 3.989)  0.27


A structure of composition C4H6BF4KO3 at a distorted geometry, computed with ωB97M-V/def2-TZVPD.

Summary:
Charge = 0
LUMO energy = -0.500 eV
Energy relative to the best compared isomer or geometry (same formula, charge and spin) = 5.1 kcal/mol
HOMO-LUMO gap = 10.5 eV
HOMO = -11.00 eV

Each line ends with the Mulliken charge.
Cartesian coordinates (Å):
K (0.174, -2.143, 2.908)  1.02
B (-2.242, -3.840, 1.520)  0.45
F (-1.815, -2.601, 0.908)  -0.36
F (-2.664, -3.626, 2.817)  -0.35
F (-3.287, -4.289, 0.705)  -0.37
F (-1.100, -4.703, 1.558)  -0.38
C (1.999, 2.458, -1.565)  -1.22
C (0.801, 2.263, -0.606)  0.34
C (-0.408, 1.488, -1.099)  -0.34
O (-0.046, 0.146, -0.737)  -0.29
C (0.769, 0.208, 0.331)  0.59
O (1.070, -0.753, 0.978)  -0.62
O (1.180, 1.453, 0.523)  -0.33
H (2.607, 1.551, -1.606)  0.31
H (2.618, 3.235, -1.128)  0.36
H (1.641, 2.651, -2.573)  0.32
H (0.650, 3.265, -0.208)  0.30
H (-0.615, 1.533, -2.164)  0.29
H (-1.332, 1.705, -0.561)  0.27


The molecule C4H6Br2Cl2O2 at a distorted geometry, computed with ωB97M-V/def2-TZVPD.

Summary:
SMILES = C[C@@H](Cl)[C@](Cl)(Br)C(O)(O)Br
Charge = 0
LUMO energy = 0.339 eV
Energy relative to the best compared isomer or geometry (same formula, charge and spin) = 0.0 kcal/mol
HOMO-LUMO gap = 10.4 eV
HOMO = -10.08 eV

Each line ends with the Mulliken charge.
Cartesian coordinates (Å):
C (2.058, -0.876, -0.899)  -1.18
C (0.707, -0.998, -0.249)  0.24
C (-0.196, 0.594, -0.276)  -0.25
C (-1.489, 0.680, 0.521)  0.37
O (-2.183, 1.755, 0.097)  -0.43
O (-1.340, 0.686, 1.862)  -0.42
Cl (0.804, -1.482, 1.449)  -0.20
Cl (-0.495, 0.886, -1.976)  -0.08
Br (1.013, 1.933, 0.458)  0.04
Br (-2.601, -1.014, 0.024)  -0.22
H (2.151, -1.619, -1.689)  0.29
H (2.205, 0.109, -1.336)  0.35
H (2.849, -1.046, -0.170)  0.35
H (0.020, -1.671, -0.754)  0.46
H (-2.805, 2.046, 0.780)  0.36
H (-0.700, 0.016, 2.158)  0.33


A structure of composition C4H6Br2O2S at a distorted geometry, computed with ωB97M-V/def2-TZVPD.

Summary:
Charge = 0
LUMO energy = 0.457 eV
Energy relative to the best compared isomer or geometry (same formula, charge and spin) = 0.0 kcal/mol
HOMO-LUMO gap = 10.4 eV
HOMO = -9.90 eV

Each line ends with the Mulliken charge.
Cartesian coordinates (Å):
C (-0.550, 1.199, -0.165)  -0.69
C (-0.609, 0.318, 1.103)  -0.70
C (-0.041, 0.434, -1.383)  -0.58
C (0.577, -0.594, 1.126)  -0.12
O (-0.695, -2.112, -0.865)  -0.56
O (1.687, -1.659, -1.322)  -0.58
S (0.430, -1.235, -0.796)  1.06
Br (2.258, 0.303, 1.223)  0.00
Br (0.473, -2.098, 2.279)  0.00
H (-1.552, 1.588, -0.350)  0.35
H (0.105, 2.049, 0.033)  0.33
H (-0.644, 0.961, 1.988)  0.34
H (-1.507, -0.306, 1.092)  0.40
H (-0.791, 0.286, -2.151)  0.41
H (0.858, 0.866, -1.812)  0.34


A structure of composition C4H6Br4 at a distorted geometry, computed with ωB97M-V/def2-TZVPD.

Summary:
Charge = 0
LUMO energy (spin up / spin down) = -0.385 / -0.722 eV
Energy relative to the best compared isomer or geometry (same formula, charge and spin) = 94.7 kcal/mol
HOMO-LUMO gap (spin up / spin down) = 8.1 / 7.9 eV
HOMO (spin up / spin down) = -8.53 / -8.57 eV

Each line ends with the Mulliken charge.
Cartesian coordinates (Å):
C (2.214, 0.144, 0.666)  -1.24
C (-2.301, 0.010, -0.965)  -0.50
C (-0.308, -0.645, 0.628)  -0.67
C (0.753, 0.312, 0.081)  0.31
Br (-3.752, 0.794, -0.003)  -0.11
Br (-0.339, -2.450, 0.205)  0.00
Br (0.127, 2.128, 0.458)  0.00
Br (0.829, 0.036, -1.913)  -0.06
H (2.879, 0.734, 0.029)  0.38
H (2.175, 0.422, 1.710)  0.40
H (2.652, -0.833, 0.693)  0.36
H (-1.619, 0.623, -1.577)  0.31
H (-2.514, -0.990, -1.528)  0.34
H (-0.797, -0.285, 1.516)  0.49


A cluster of 2 separate species, C4H6BrCl in total at a distorted geometry, computed with ωB97M-V/def2-TZVPD.

Summary:
Charge = 0
LUMO energy (spin up / spin down) = -0.377 / -0.504 eV
Energy relative to the best compared isomer or geometry (same formula, charge and spin) = 108.3 kcal/mol
HOMO-LUMO gap (spin up / spin down) = 8.3 / 8.2 eV
HOMO (spin up / spin down) = -8.72 / -8.68 eV

Each line ends with the Mulliken charge.
Cartesian coordinates (Å):
C (1.530, -1.151, -1.728)  -0.21
C (1.690, -0.370, -0.693)  -0.10
C (-0.236, 1.257, -0.455)  -1.08
C (-1.331, 0.366, 0.007)  -0.23
Cl (-0.751, -0.592, 1.504)  -0.19
Br (2.987, -0.139, 0.686)  -0.09
H (2.342, -1.868, -2.060)  0.26
H (0.570, -0.957, -2.310)  0.13
H (0.125, 1.981, 0.152)  0.43
H (-0.023, 1.026, -1.476)  0.46
H (-1.769, -0.196, -0.777)  0.29
H (-2.151, 0.959, 0.410)  0.32


A structure of composition C4H6BrCl at a distorted geometry, computed with ωB97M-V/def2-TZVPD.

Summary:
Charge = 0
LUMO energy (spin up / spin down) = 0.757 / -1.243 eV
Energy relative to the best compared isomer or geometry (same formula, charge and spin) = 0.0 kcal/mol
HOMO-LUMO gap (spin up / spin down) = 5.9 / 9.4 eV
HOMO (spin up / spin down) = -5.16 / -10.63 eV
Spin multiplicity = 3

Each line ends with the Mulliken charge.
Cartesian coordinates (Å):
C (-1.261, 0.418, 0.060)  -0.65
C (0.175, 0.390, -0.565)  -0.33
C (-0.937, -1.102, 0.043)  0.33
C (1.413, 0.546, 0.224)  -1.18
Cl (-0.436, -1.800, 1.469)  -0.15
Br (-1.476, -2.255, -1.375)  -0.11
H (-1.312, 0.764, 0.978)  0.35
H (-1.914, 0.850, -0.664)  0.27
H (0.437, 0.318, -1.560)  0.49
H (1.277, 0.959, 1.222)  0.34
H (2.148, 1.211, -0.419)  0.28
H (1.885, -0.299, 0.587)  0.37


The molecule C4H6BrClN2O at a distorted geometry, computed with ωB97M-V/def2-TZVPD.

Summary:
Charge = 0
LUMO energy (spin up / spin down) = 0.063 / -1.750 eV
HOMO-LUMO gap (spin up / spin down) = 7.7 / 8.3 eV
HOMO (spin up / spin down) = -7.61 / -10.03 eV
Spin multiplicity = 3

Each line ends with the Mulliken charge.
Cartesian coordinates (Å):
C (-0.311, 0.813, -0.730)  0.44
C (-0.376, 0.698, 1.706)  -0.49
C (-0.038, -0.734, -0.814)  0.16
C (1.473, -0.828, -0.676)  -0.92
N (-0.447, 1.395, 0.557)  0.09
N (-0.702, -1.452, 0.192)  -0.34
O (-0.331, 1.550, -1.670)  -0.53
Cl (-1.398, 2.743, 0.530)  -0.05
Br (-2.533, -1.754, -0.098)  -0.01
H (0.677, 0.249, 1.872)  0.21
H (-1.137, 0.761, 2.591)  0.30
H (-0.483, -0.952, -1.844)  0.41
H (2.196, -0.291, -1.358)  0.31
H (1.799, -1.885, -0.616)  0.30
H (1.609, -0.313, 0.358)  0.13


A structure of composition C4H6BrFO2 at a distorted geometry, computed with ωB97M-V/def2-TZVPD.

Summary:
Charge = 0
LUMO energy = -2.386 eV
Energy relative to the best compared isomer or geometry (same formula, charge and spin) = 87.4 kcal/mol
HOMO-LUMO gap = 8.0 eV
HOMO = -10.35 eV

Each line ends with the Mulliken charge.
Cartesian coordinates (Å):
C (-1.708, -1.286, -0.155)  0.63
C (-0.039, 0.143, -1.473)  -1.32
C (-0.039, 0.188, 1.128)  -1.44
C (-0.798, 0.083, -0.193)  0.79
O (-1.097, -2.333, -0.313)  -0.52
O (-2.888, -0.962, 0.008)  -0.09
F (-3.911, -2.171, 0.205)  -0.21
Br (-2.154, 1.645, -0.107)  -0.13
H (-0.450, -0.490, -2.207)  0.35
H (0.935, -0.200, -1.472)  0.38
H (-0.012, 1.247, -1.573)  0.39
H (0.422, 1.187, 1.182)  0.39
H (0.827, -0.511, 1.069)  0.34
H (-0.605, 0.158, 1.998)  0.45


The molecule C4H6BrFO3S, computed with ωB97M-V/def2-TZVPD.

Summary:
SMILES = O=S1(=O)C[C@H](Br)[C@@H](F)CO1
Charge = 0
LUMO energy = 0.516 eV
HOMO-LUMO gap = 11.3 eV
HOMO = -10.76 eV

Each line ends with the Mulliken charge.
Cartesian coordinates (Å):
O (-0.472, 0.621, -2.316)  -0.57
S (0.359, -0.360, -1.698)  1.21
O (1.008, -1.374, -2.459)  -0.61
C (-0.573, -1.141, -0.402)  -0.88
C (-1.037, -0.183, 0.698)  -0.24
Br (-2.836, 0.493, 0.339)  -0.08
C (-0.062, 0.969, 0.933)  0.16
F (-0.001, 1.235, 2.302)  -0.36
C (1.357, 0.593, 0.522)  -0.62
O (1.489, 0.417, -0.888)  -0.34
H (-1.426, -1.553, -0.942)  0.47
H (0.025, -1.958, 0.000)  0.36
H (-1.136, -0.731, 1.632)  0.43
H (-0.396, 1.879, 0.434)  0.40
H (1.670, -0.310, 1.056)  0.34
H (2.031, 1.403, 0.789)  0.33


A cluster of 2 separate species, C4H6BrI in total at a distorted geometry, computed with ωB97M-V/def2-TZVPD.

Summary:
Charge = 0
LUMO energy (spin up / spin down) = -0.100 / -0.100 eV
Energy relative to the best compared isomer or geometry (same formula, charge and spin) = 59.9 kcal/mol
HOMO-LUMO gap (spin up / spin down) = 8.3 / 8.3 eV
HOMO (spin up / spin down) = -8.36 / -8.36 eV

Each line ends with the Mulliken charge.
Cartesian coordinates (Å):
C (0.366, -0.217, -1.561)  -1.00
C (-0.634, 0.075, -0.697)  0.32
C (0.131, -0.376, 1.904)  -0.83
C (-0.448, 1.147, 0.262)  -0.45
Br (-1.974, 1.843, 0.990)  -0.08
I (1.457, -1.802, 1.057)  0.05
H (0.504, -0.989, -2.298)  0.30
H (1.346, 0.371, -1.692)  0.20
H (-1.616, -0.534, -0.803)  0.24
H (0.391, -0.012, 2.882)  0.42
H (-0.913, -0.876, 1.867)  0.32
H (0.395, 1.697, 0.198)  0.52


The ion C4H6BrN2 with charge +1 at a distorted geometry, computed with ωB97M-V/def2-TZVPD.

Summary:
Charge = +1
LUMO energy (spin up / spin down) = -5.462 / -5.460 eV
Energy relative to the best compared isomer or geometry (same formula, charge and spin) = 102.9 kcal/mol
HOMO-LUMO gap (spin up / spin down) = 7.7 / 7.7 eV
HOMO (spin up / spin down) = -13.14 / -13.14 eV

Each line ends with the Mulliken charge.
Cartesian coordinates (Å):
C (0.787, -0.442, 0.824)  -0.52
C (1.260, -1.417, 0.035)  0.10
C (-0.523, -0.325, -1.746)  0.04
C (-0.066, 0.699, 0.390)  -0.45
N (1.220, -1.407, -1.323)  -0.35
N (-0.846, 0.450, -0.825)  -0.05
Br (1.135, -2.994, -2.234)  0.10
H (0.971, -0.487, 1.885)  0.36
H (1.759, -2.263, 0.494)  0.36
H (-0.988, -0.579, -2.678)  0.39
H (-0.766, 0.959, 1.193)  0.38
H (0.562, 1.579, 0.193)  0.31
H (-1.701, 1.022, -0.863)  0.32


The ion C4H6BrN2O with charge +1 at a distorted geometry, computed with ωB97M-V/def2-TZVPD.

Summary:
Charge = +1
LUMO energy (spin up / spin down) = -5.503 / -5.516 eV
Energy relative to the best compared isomer or geometry (same formula, charge and spin) = 82.9 kcal/mol
HOMO-LUMO gap (spin up / spin down) = 7.5 / 7.6 eV
HOMO (spin up / spin down) = -13.05 / -13.14 eV

Each line ends with the Mulliken charge.
Cartesian coordinates (Å):
C (-2.300, -1.080, 0.568)  -0.34
C (-2.634, 0.245, 0.893)  0.68
C (-0.159, -0.389, 0.046)  -0.02
C (1.954, 0.327, -0.637)  -0.49
N (-1.124, -1.319, 0.144)  0.16
N (-1.825, 1.143, 0.548)  -0.52
O (0.646, -0.172, -0.888)  -0.19
Br (-4.382, 0.571, 1.601)  -0.06
H (-3.117, -1.873, 0.802)  0.32
H (1.745, 1.257, -0.092)  0.33
H (2.461, 0.430, -1.692)  0.23
H (2.523, -0.451, -0.061)  0.30
H (-0.924, -2.344, 0.161)  0.32
H (-2.003, 2.171, 0.689)  0.29


The molecule C4H6BrN3O at a distorted geometry, computed with ωB97M-V/def2-TZVPD.

Summary:
SMILES = Cc1nn(C)[n+]([O-])c1Br
Charge = 0
LUMO energy = 0.735 eV
Energy relative to the best compared isomer or geometry (same formula, charge and spin) = 57.7 kcal/mol
HOMO-LUMO gap = 9.3 eV
HOMO = -8.61 eV

Each line ends with the Mulliken charge.
Cartesian coordinates (Å):
C (1.033, -0.071, 0.254)  0.68
C (0.371, -1.304, -0.087)  -0.21
C (2.483, 0.163, 0.488)  -0.87
C (-2.181, 1.143, -0.336)  -0.58
N (0.179, 0.892, 0.193)  -1.06
N (-0.989, 0.383, -0.083)  0.78
N (-1.051, -0.947, -0.174)  0.63
O (-2.034, -1.629, -0.388)  -0.79
Br (1.070, -3.036, -0.019)  -0.11
H (2.636, 0.831, 1.398)  0.27
H (2.967, -0.916, 0.566)  0.25
H (3.009, 0.728, -0.353)  0.23
H (-2.999, 0.326, -0.150)  0.24
H (-2.304, 2.114, 0.184)  0.26
H (-2.188, 1.323, -1.494)  0.28


A cluster of 2 separate species, C4H6BrNO in total at a distorted geometry, computed with ωB97M-V/def2-TZVPD.

Summary:
SMILES = N=C=CBr.CC=O
Charge = 0
LUMO energy = 0.287 eV
Energy relative to the best compared isomer or geometry (same formula, charge and spin) = 49.6 kcal/mol
HOMO-LUMO gap = 9.3 eV
HOMO = -9.04 eV

Each line ends with the Mulliken charge.
Cartesian coordinates (Å):
C (1.302, 1.405, -1.717)  0.68
C (-1.139, -0.523, 1.865)  -0.76
C (-1.513, -1.401, 0.731)  0.16
C (1.340, 0.159, -1.514)  -0.70
N (1.319, 2.616, -1.774)  -0.50
O (-0.857, -1.658, -0.227)  -0.41
Br (2.472, -0.304, 0.016)  -0.15
H (0.005, -0.615, 2.176)  0.20
H (-1.160, 0.437, 1.411)  0.25
H (-1.830, -0.643, 2.664)  0.33
H (2.005, 2.938, -2.386)  0.29
H (-2.640, -1.757, 0.756)  0.25
H (0.695, -0.654, -2.000)  0.36


The molecule C4H6BrNO2S at a distorted geometry, computed with ωB97M-V/def2-TZVPD.

Summary:
SMILES = C[C@@](Br)(C#N)S(C)(=O)=O
Charge = 0
LUMO energy = -0.176 eV
Energy relative to the best compared isomer or geometry (same formula, charge and spin) = 2.1 kcal/mol
HOMO-LUMO gap = 10.6 eV
HOMO = -10.80 eV

Each line ends with the Mulliken charge.
Cartesian coordinates (Å):
C (-1.527, 1.197, -1.273)  0.11
C (-0.819, 0.955, 1.071)  -1.23
C (0.759, -1.314, -1.114)  -0.93
C (-1.658, 0.458, -0.060)  0.34
N (-1.505, 1.637, -2.323)  -0.42
O (-0.912, -1.982, 0.850)  -0.62
O (-1.940, -1.911, -1.345)  -0.57
S (-1.032, -1.303, -0.443)  1.12
Br (-3.579, 0.223, 0.310)  0.02
H (-0.984, 0.344, 1.957)  0.39
H (0.189, 0.796, 0.882)  0.37
H (-0.901, 2.075, 1.037)  0.36
H (0.854, -2.336, -1.208)  0.38
H (0.694, -0.888, -2.189)  0.32
H (1.257, -0.729, -0.342)  0.35